[1]
Here is a cluster of 18 separate species, C20H69BN2O20 in total in a non-equilibrium geometry from the OMol25 dataset. Energies are from ωB97M-V/def2-TZVPD.

Computed properties:
DFT total energy	-2442.0073	Ha
LUMO	0.0	eV
Kohn-Sham gap	0.3058	Ha
E_HOMO	-0.30530	hartree

The geometry in ORCA input format:
```
! RIJCOSX wB97M-V def2-TZVPD def2/J DEFGRID3
* xyz 0 1
C -1.9216 -1.0137 3.2619
C -2.7009 0.4294 3.3295
O -2.0498 1.5233 2.5931
C -0.7581 1.9071 3.1815
C 0.4193 2.1969 2.0790
B 0.4645 1.0667 0.8405
C -0.7315 0.8839 -0.2730
C -1.5735 2.2462 -0.6213
C -1.8146 2.3395 -2.2542
N -1.0743 3.4725 -2.9288
C 0.2905 3.0710 -3.4369
C 1.5483 3.4709 -2.4695
C 3.0016 2.7247 -2.7843
C 4.3434 2.9924 -1.8825
C 4.2806 4.0490 -0.6198
C 2.8716 4.8447 -0.2697
C 1.5371 4.5351 -1.2254
O 0.3181 5.2838 -0.8871
C 1.8622 0.1481 0.7918
C 1.5877 -1.4537 0.5787
N 0.9851 -1.8326 -0.7542
C -0.0940 -2.8831 -0.6442
C -1.3275 -2.3713 -1.6507
C 2.0173 -2.1404 -1.8106
C 2.9321 -0.8461 -2.3400
O 2.2471 -3.3163 -2.3960
H -1.5511 -1.2414 4.3675
H -2.5768 -1.9102 2.8928
H -0.9350 -0.9304 2.6113
H -2.9326 0.8177 4.4086
H -3.7578 0.2604 2.8052
H -0.9484 2.9406 3.7472
H -0.3573 1.1711 4.0102
H 1.4573 2.1977 2.6667
H 0.2745 3.2931 1.6905
H -0.1958 0.5353 -1.2802
H -1.4643 0.0518 0.1001
H -2.6528 2.1035 -0.1341
H -1.0541 3.1859 -0.1572
H -2.9758 2.5744 -2.3976
H -1.6466 1.2818 -2.7311
H -1.6417 3.6901 -3.7970
H 0.2824 1.8830 -3.5496
H 0.4280 3.4793 -4.5409
H 3.1069 1.9309 -3.6645
H 5.3654 2.4496 -2.0876
H 5.2008 4.3018 0.0941
H 2.7539 5.6194 0.6136
H 0.0594 5.9270 -1.6097
H 2.3873 0.2545 1.8581
H 2.6252 0.6234 0.0255
H 2.6356 -2.0151 0.6826
H 0.9552 -1.8136 1.5183
H 0.2482 -3.9804 -0.8609
H -0.5909 -2.9089 0.4409
H -1.0328 -1.3387 -2.1692
H -1.6075 -3.1853 -2.4493
H -2.3032 -2.1178 -1.0162
H 3.9926 -0.8132 -1.8413
H 2.2887 0.1232 -2.0746
H 2.9817 -0.8511 -3.5318
O -2.3117 -3.7410 1.3563
H -2.6077 -4.5122 1.8629
H -2.9850 -3.6414 0.6667
O -5.4631 -0.9823 1.5504
H -5.3913 -0.1794 1.0127
H -6.4137 -1.1691 1.5665
O -1.7321 1.2528 -5.6236
H -1.8024 1.9617 -4.9667
H -0.9843 1.5209 -6.1783
O 0.5568 -1.6575 3.9334
H 0.5653 -2.5797 3.6361
H 1.4411 -1.3311 3.7090
O 6.0592 -2.4847 -0.8061
H 6.5962 -2.2339 -1.5727
H 5.3357 -3.0046 -1.1872
O 7.3953 2.2467 -2.6027
H 8.2508 2.6830 -2.4745
H 7.4109 1.9689 -3.5309
O -3.9887 -5.3039 -0.2537
H -3.4517 -5.0531 -1.0202
H -4.7122 -5.8239 -0.6347
O -1.7748 -6.4969 1.9471
H -0.9192 -6.0605 2.0752
H -1.7592 -6.7748 1.0190
O -6.1707 -3.8582 -1.1412
H -5.8210 -3.5383 -0.2961
H -7.0654 -4.1607 -0.9249
O -2.2592 -8.6792 4.3492
H -2.1876 -7.8763 3.8115
H -3.2099 -8.8660 4.3654
O 1.0907 -4.6475 -4.9234
H 1.4404 -4.3276 -4.0783
H 0.1959 -4.9500 -4.7070
O 7.3190 5.2198 0.8281
H 7.2487 5.9287 1.4849
H 8.0668 5.4879 0.2734
O -4.3406 -6.1122 4.0423
H -3.6420 -6.2807 3.3923
H -3.9368 -6.3569 4.8885
O 3.1502 -1.1363 4.9320
H 2.7938 -1.3189 5.8143
H 4.0023 -1.5974 4.9237
O -5.2224 2.9151 0.5339
H -5.2926 3.6241 1.1906
H -4.4747 3.1832 -0.0210
O 3.3303 8.6309 1.0861
H 2.7885 8.3859 1.8511
H 2.9687 8.0972 0.3626
O -4.0207 5.1185 -2.8148
H -4.3771 4.9358 -1.9325
H -3.1685 4.6574 -2.8233
*
```

=====

[2]
Here is a cluster of 2 separate species, CH2F3O2P in total in a non-equilibrium geometry from the OMol25 dataset. Energies are from ωB97M-V/def2-TZVPD.

Computed properties:
energy relative to the best compared isomer or geometry (same formula, charge and spin)	26.4	kcal per mole
DFT total energy	-830.6075	Ha
LUMO (spin up / spin down)	0.5 / -3.1	eV
Kohn-Sham gap (spin up / spin down)	0.2223 / 0.3578	Ha
E_HOMO (spin up / spin down)	-0.20547 / -0.47112	hartree

The geometry in ORCA input format:
```
! RIJCOSX wB97M-V def2-TZVPD def2/J DEFGRID3
* xyz 0 3
C -2.5747 0.4648 -0.1643
O 3.0297 -0.5882 -0.3094
O -2.8340 1.5342 0.2539
F -1.8204 0.1236 -1.1959
F -3.0541 -0.6537 0.3267
F 0.7379 -0.8055 0.9878
P 1.8886 0.3009 0.5015
H 3.7026 -1.0277 0.2544
H 0.9244 0.6514 -0.6547
*
```